(1)
The following is a quantum chemistry calculation of a molecular structure, C19H20N2O2 in a non-equilibrium geometry, from OMol25.

Cartesian coordinates (Å):
C -7.27 -1.00 0.71
C -5.92 -0.24 0.25
O -4.83 -1.05 0.20
C -3.69 -0.72 -0.10
C -2.71 -1.82 -0.22
C -1.49 -1.38 -0.31
C -1.20 -0.10 -0.51
C -2.14 1.00 -0.80
C -3.48 0.65 -0.48
H -4.15 1.35 -0.41
H -1.95 2.21 -0.87
C 0.20 0.51 -1.11
C 0.87 1.20 -0.11
N 0.17 2.17 0.90
C 1.03 2.82 1.43
C 2.24 2.55 1.22
N 2.21 1.50 0.15
C 3.19 1.02 -0.59
C 3.77 -0.18 -0.24
C 4.64 -0.91 -0.75
C 5.05 -2.20 -0.54
C 4.41 -2.70 0.82
C 3.52 -2.02 1.41
C 3.03 -0.83 1.11
H 2.31 -0.21 1.24
H 3.16 -2.57 2.21
H 4.87 -3.95 0.99
H 5.92 -2.55 -1.02
H 5.04 -0.53 -1.62
H 2.92 0.95 -1.64
H 4.10 1.87 -0.71
H 3.23 2.95 1.26
H 0.75 3.54 2.35
O 0.41 0.83 -2.34
H -0.27 1.58 -2.41
H 0.98 -0.28 -0.98
H -0.63 -2.04 -0.52
H -2.99 -2.64 0.45
H -6.21 0.28 -0.72
H -5.99 0.69 1.09
H -8.10 -0.41 0.81
H -7.65 -1.71 0.13
H -7.30 -1.51 1.63

(2)
The following is a quantum chemistry calculation of a single C19H20N2O4S molecule, from OMol25.

Results
SMILES string: CCOCCOC(=O)Cn1cnc2scc(-c3ccc(C)cc3)c2c1=O

Cartesian coordinates (Å):
C 7.65 0.19 1.25
C 6.98 0.43 -0.10
O 5.75 -0.25 -0.26
C 5.85 -1.65 -0.37
C 4.51 -2.17 -0.90
O 3.48 -1.89 0.04
C 2.64 -0.90 -0.25
O 2.58 -0.31 -1.29
C 1.73 -0.63 0.94
N 0.77 0.40 0.64
C 1.19 1.67 0.41
N 0.43 2.65 0.10
C -0.88 2.37 -0.05
S -2.06 3.56 -0.43
C -3.30 2.36 -0.39
C -2.85 1.11 -0.11
C -3.73 -0.06 -0.05
C -4.92 -0.01 0.66
C -5.77 -1.10 0.70
C -5.45 -2.27 0.03
C -6.34 -3.47 0.09
C -4.26 -2.32 -0.69
C -3.41 -1.23 -0.74
C -1.44 1.10 0.10
C -0.58 0.01 0.50
O -0.90 -1.14 0.74
H 6.95 0.40 2.06
H 8.00 -0.84 1.35
H 8.51 0.85 1.35
H 6.73 1.48 -0.21
H 7.67 0.14 -0.91
H 6.65 -1.93 -1.06
H 6.04 -2.10 0.61
H 4.55 -3.25 -1.03
H 4.27 -1.67 -1.85
H 2.34 -0.36 1.81
H 1.16 -1.54 1.18
H 2.25 1.85 0.52
H -4.31 2.65 -0.61
H -5.18 0.89 1.20
H -6.68 -1.05 1.27
H -7.34 -3.19 0.41
H -5.95 -4.20 0.79
H -6.41 -3.95 -0.89
H -4.00 -3.22 -1.23
H -2.50 -1.28 -1.31

It is found that the energy above the lowest of the compared OMol25 structures with the same formula, charge and spin values, taken in the order of the records, are 397.6 16.0 kcal/mol.
It is found that the E values, taken in the order of the records, are -995.43654 -1544.71158 Ha.
It is found that the orbital gap values, taken in the order of the records, are 0.2994 0.3160 hartree.